DFT (ωB97M-V/def2-TZVPD) results for C33H32AsFeN7S as an isolated structure in a non-equilibrium geometry.

Calculated values
* 2S+1: 6
* lowest unoccupied orbital energy (alpha / beta): -0.3164 / -0.4327 hartree
* frontier orbital gap (alpha / beta): 7.646 / 4.480 eV
* maximum force: 0.0405 Eh/bohr
* total charge: +3
* relative energy (zero: lowest compared OMol25 entry of this formula, charge and spin): 1.293 eV
* HOMO level (alpha / beta): -16.26 / -16.26 eV

Atoms and positions in Å:
Fe: -0.0570 -0.4199 0.1799
C: -4.3083 -2.0908 0.5491
C: -4.1938 -3.4450 0.2732
C: -2.9380 -3.9785 0.0223
C: -1.8183 -3.1452 0.0552
N: -1.9449 -1.8334 0.3337
C: -3.1492 -1.3295 0.5659
C: -0.4430 -3.6170 -0.1890
C: -0.1189 -4.9406 -0.4943
C: 1.2116 -5.2708 -0.6976
C: 2.1886 -4.3021 -0.5391
C: 1.8002 -3.0079 -0.1833
N: 0.5100 -2.6888 -0.0578
C: 2.7417 -1.9453 0.2111
C: 4.1250 -2.0602 0.0848
C: 4.9479 -1.0997 0.6516
C: 4.3691 -0.0652 1.3722
C: 2.9853 0.0071 1.4053
N: 2.1897 -0.8743 0.8138
H: -5.2628 -1.6356 0.7558
H: -5.0706 -4.0761 0.2556
H: -2.8399 -5.0313 -0.1845
H: -3.1887 -0.2647 0.7731
H: -0.8772 -5.7023 -0.5727
H: 1.4854 -6.2853 -0.9518
H: 3.2248 -4.5640 -0.6664
H: 4.5588 -2.8860 -0.4507
H: 6.0201 -1.1754 0.5552
H: 4.9700 0.6658 1.8891
H: 2.4925 0.8025 1.9546
S: -0.0095 3.7784 -6.5760
N: -0.6629 2.3599 -6.2116
C: -0.3553 2.0255 -4.9650
C: -0.7372 0.8390 -4.2706
C: -1.4547 -0.1958 -4.8839
C: -1.7565 -1.3083 -4.1307
C: -1.3557 -1.3458 -2.7962
N: -0.6781 -0.3813 -2.1945
C: -0.3491 0.7072 -2.9157
C: 0.4324 1.7378 -2.2664
N: 0.7255 1.5823 -0.9624
C: 1.4451 2.5151 -0.3589
C: 1.9683 3.6350 -1.0020
C: 1.6895 3.8135 -2.3396
C: 0.8758 2.8751 -2.9827
C: 0.4534 3.0178 -4.3391
N: 0.7023 4.0304 -5.1598
H: -1.7355 -0.1038 -5.9233
H: -2.2931 -2.1444 -4.5488
H: -1.5912 -2.2102 -2.1955
H: 1.6053 2.3703 0.7045
H: 2.5772 4.3367 -0.4553
H: 2.0688 4.6513 -2.9029
C: 0.8641 3.7665 3.5170
C: 0.4163 2.3722 3.9264
As: -0.4787 1.3059 2.4796
C: -2.0346 2.4709 2.0595
C: -1.8773 3.2680 0.7699
C: -1.2981 -0.1297 3.5704
C: -0.2322 -1.0857 4.0838
H: 1.2028 4.3148 4.3986
H: 0.0455 4.3347 3.0690
H: 1.7006 3.7341 2.8163
H: -0.3723 2.4409 4.6861
H: 1.2482 1.8070 4.3544
H: -2.1704 3.1566 2.9023
H: -2.9136 1.8193 1.9972
H: -1.0788 4.0024 0.8577
H: -2.7980 3.8031 0.5494
H: -1.6479 2.6079 -0.0698
H: -2.0219 -0.6700 2.9543
H: -1.8412 0.3353 4.3978
H: 0.2876 -1.5591 3.2437
H: -0.6746 -1.8629 4.7039
H: 0.4994 -0.5584 4.6945

Cartesian forces (eV/Å) of the 3 atoms listed first:
Fe 1.0 -1.1 -1.5
C 0.3 0.0 0.0
C 0.0 0.2 0.0

From a natural (NBO) analysis of the wavefunction, the atomic charges in e read: 1.73, -0.21, -0.10, -0.19, 0.16, -0.56, 0.06, 0.16, -0.19, -0.10, -0.20, 0.26, -0.56, 0.14, -0.19, -0.09, -0.22, 0.07, -0.55, 0.26, 0.26, 0.25, 0.20, 0.25, 0.26, 0.25, 0.25, 0.26, 0.26, 0.20, 1.08, -0.59, 0.10, -0.07, -0.07, -0.22, 0.07, -0.57, 0.23, 0.15, -0.55, 0.04, -0.18, -0.08, -0.07, 0.15, -0.60, 0.27, 0.26, 0.20, 0.19, 0.25, 0.27, -0.63, -0.62, 0.96, -0.68, -0.62, -0.69, -0.62, 0.27, 0.22, 0.21, 0.26, 0.25, 0.26, 0.24, 0.22, 0.26, 0.19, 0.23, 0.26, 0.19, 0.26, 0.22

DFT (ωB97M-V/def2-TZVPD) results for C33H32ClN6O4Y as an isolated structure in a non-equilibrium geometry.

Calculated values
* lowest unoccupied orbital energy: -0.0051 hartree
* frontier orbital gap: 7.197 eV
* maximum force: 0.0342 Eh/bohr
* relative energy (zero: lowest compared OMol25 entry of this formula, charge and spin): 0.338 eV
* HOMO level: -7.34 eV

Atoms and positions in Å:
Y: -0.3053 -0.2073 0.0665
C: -4.6106 -1.5566 -0.5399
C: -3.3938 -2.4950 -0.5550
C: -2.2575 -2.0735 -1.5165
N: -0.9656 -2.0891 -0.8471
C: -0.2821 -3.2111 -0.6720
C: -0.7505 -4.4561 -1.1417
C: -0.2425 -5.7392 -1.0709
C: 0.9263 -6.2120 -0.4998
C: 1.8899 -5.4332 0.1167
C: 1.9245 -4.0667 0.3253
C: 1.0128 -3.0255 0.0407
N: 1.2679 -1.7720 0.3962
C: 2.5332 -1.4202 1.0111
C: 2.5252 0.0480 1.4497
C: 1.5473 0.2811 2.6091
N: 0.1641 0.3200 2.1622
C: -0.8143 0.4500 3.0530
C: -0.5383 0.4746 4.4390
C: -1.3038 0.7716 5.5526
C: -2.6360 1.1318 5.6393
C: -3.5142 1.1916 4.5703
C: -3.3176 0.9226 3.2302
C: -2.1821 0.5562 2.4704
N: -2.2602 0.3200 1.1651
C: -3.5194 0.5682 0.4689
C: -4.5928 -0.5342 0.6024
H: -5.5214 -2.1496 -0.4346
H: -4.6891 -1.0295 -1.4962
H: -3.7189 -3.5073 -0.7999
H: -2.9699 -2.5325 0.4511
H: -2.4310 -1.0474 -1.8659
H: -2.2517 -2.6956 -2.4149
H: -1.6977 -4.4019 -1.6616
H: -0.8648 -6.4934 -1.5414
H: 1.1085 -7.2778 -0.5519
H: 2.7572 -5.9676 0.4897
H: 2.8280 -3.7402 0.8199
H: 3.3496 -1.5794 0.2955
H: 2.7464 -2.0303 1.8988
H: 2.2810 0.6875 0.5891
H: 3.5261 0.3137 1.7886
H: 1.7959 1.2232 3.1168
H: 1.7079 -0.5338 3.3268
H: 0.4881 0.2431 4.6845
H: -0.7620 0.7259 6.4916
H: -3.0323 1.3554 6.6216
H: -4.5328 1.4673 4.8251
H: -4.2246 1.0248 2.6518
H: -3.2898 0.6900 -0.5950
H: -3.9426 1.5225 0.8013
H: -5.5768 -0.0594 0.6422
H: -4.4429 -1.0583 1.5496
O: -2.4765 2.1328 -4.7725
C: -2.9300 2.9536 -3.8506
O: -3.8379 3.7225 -4.0485
C: -2.2651 2.8806 -2.5125
C: -2.6046 3.6466 -1.4073
Cl: -3.6182 5.0019 -1.3492
N: -1.8636 3.2186 -0.3515
N: -1.0658 2.2066 -0.7278
C: -1.2895 1.9914 -2.0170
C: -0.4369 0.9300 -2.6798
O: -0.6148 0.6761 -3.8720
O: 0.4155 0.4022 -1.9016
C: -1.8467 3.6407 1.0126
C: -2.9964 4.0779 1.6595
C: -2.9291 4.4411 2.9956
C: -1.7320 4.3690 3.6882
C: -0.5888 3.9311 3.0365
C: -0.6412 3.5665 1.7022
H: -1.7120 1.5644 -4.4558
H: -3.9396 4.1245 1.1391
H: -3.8226 4.7774 3.5052
H: -1.6892 4.6496 4.7322
H: 0.3520 3.8747 3.5683
H: 0.2457 3.2276 1.1892

Cartesian forces (eV/Å) of the 3 atoms listed first:
Y -0.4 1.5 -0.9
C 0.1 0.0 0.2
C -0.1 0.1 -0.2

From a Mulliken analysis of the wavefunction, the atomic charges in e read: 0.25, -1.51, -0.26, -1.16, 0.09, 1.23, -1.00, -0.70, -0.75, -0.74, -0.91, 1.42, 0.08, -0.93, -1.41, -1.04, 0.74, 0.75, -0.90, -0.71, -0.87, -0.80, -0.99, 1.64, 1.15, -1.13, -0.72, 0.47, 0.45, 0.63, 0.25, 0.04, 0.75, 0.17, 0.33, 0.32, 0.32, 0.19, 0.56, 0.57, 0.23, 0.53, 0.43, 0.57, 0.23, 0.37, 0.36, 0.38, 0.26, 0.29, 0.36, 0.48, 0.37, -0.57, 0.37, -0.61, -0.06, 0.54, -0.13, 0.03, -0.36, -0.11, 1.23, -0.84, -0.54, 0.32, -0.28, -1.11, -0.51, -0.70, 0.22, 0.41, 0.33, 0.40, 0.44, 0.39, 0.42

DFT (ωB97M-V/def2-TZVPD) results for C33H32CuN9 as an isolated structure.

Calculated values
* lowest unoccupied orbital energy (alpha / beta): 0.1370 / 0.1370 hartree
* frontier orbital gap (alpha / beta): 3.026 / 3.027 eV
* maximum force: 0.0106 Eh/bohr
* total charge: -2
* relative energy (zero: lowest compared OMol25 entry of this formula, charge and spin): 0.000 eV
* HOMO level (alpha / beta): 0.70 / 0.70 eV

Atoms and positions in Å:
Cu: 0.9085 1.5368 -0.8118
C: -3.2820 2.6946 -1.3123
C: -2.1364 1.7199 -1.0998
N: -0.8579 2.4262 -0.9551
C: -0.8336 3.6542 -0.4315
C: -1.9947 4.4883 -0.3257
C: -3.2339 3.9513 -0.8546
C: -1.8979 5.7942 0.1401
C: -0.6790 6.3430 0.5137
C: 0.4759 5.5556 0.4275
C: 0.4403 4.2317 -0.0042
N: 1.5177 3.3574 -0.1373
C: 2.8144 3.5489 -0.0697
C: 3.5639 4.6306 0.4890
C: 4.9472 4.5732 0.5954
C: 5.7050 3.5030 0.1477
C: 5.0443 2.4215 -0.4784
C: 5.7170 1.2754 -0.9577
C: 5.0187 0.3004 -1.6270
C: 3.6493 0.4705 -1.8344
N: 2.9714 1.5059 -1.3525
C: 3.6283 2.4530 -0.6410
H: -4.2116 2.2906 -1.7102
H: -2.0170 1.1073 -2.0122
H: -4.1169 4.5891 -0.8498
H: -2.8065 6.3922 0.1921
H: -0.6109 7.3687 0.8613
H: 1.4142 6.0159 0.6904
H: 3.0542 5.4658 0.9343
H: 5.4561 5.4039 1.0776
H: 6.7823 3.4795 0.2698
H: 6.7862 1.1850 -0.7923
H: 5.5184 -0.5795 -2.0173
H: 3.0814 -0.2479 -2.4164
C: 1.0454 -0.5267 1.9919
C: 0.9424 -1.1295 0.6393
N: 0.7502 -0.4543 -0.4572
C: 0.6719 -1.3707 -1.4797
C: 0.8545 -2.6283 -0.9934
N: 1.0192 -2.4691 0.3735
C: 1.3417 -3.4846 1.3481
N: 0.9052 -4.7949 0.9482
N: 1.7832 -5.6757 0.4246
N: 1.1724 -6.7508 0.0950
C: -0.1685 -6.5931 0.3886
C: -1.2553 -7.4550 0.2174
C: -2.4888 -6.9891 0.6050
C: -2.6563 -5.6967 1.1533
C: -1.5977 -4.8399 1.3316
C: -0.3497 -5.3232 0.9325
H: 0.8062 0.5312 1.8915
H: 2.0518 -0.6283 2.4082
H: 0.3286 -0.9789 2.6828
H: 0.4822 -1.0543 -2.4920
H: 0.8724 -3.5949 -1.4659
H: 0.8606 -3.2184 2.2893
H: 2.4188 -3.5492 1.5060
H: -1.1219 -8.4401 -0.2100
H: -3.3588 -7.6196 0.4743
H: -3.6481 -5.3579 1.4226
H: -1.7367 -3.8396 1.7175
C: -4.7121 0.0439 0.4046
C: -3.2678 -0.2396 -0.1009
C: -3.3877 -0.8190 -1.5262
C: -2.7317 -1.3883 0.7870
N: -2.4369 0.9149 0.0686
H: -5.3599 -0.8525 0.4081
H: -5.1728 0.8122 -0.2206
H: -4.6409 0.4423 1.4189
H: -4.0481 -1.6969 -1.5274
H: -2.4062 -1.1307 -1.8969
H: -3.7962 -0.0874 -2.2275
H: -3.4474 -2.2234 0.8589
H: -2.5417 -0.9819 1.7864
H: -1.7919 -1.7682 0.3763

Cartesian forces (eV/Å) of the 3 atoms listed first:
Cu -0.4 -0.1 -0.1
C 0.1 0.0 0.0
C -0.3 0.0 0.4

From a natural (NBO) analysis of the wavefunction, the atomic charges in e read: 0.88, -0.19, 0.08, -0.75, 0.30, -0.19, -0.26, -0.20, -0.35, -0.25, 0.04, -0.64, 0.19, -0.37, -0.17, -0.38, -0.09, -0.20, -0.28, -0.03, -0.49, 0.21, 0.16, 0.12, 0.17, 0.17, 0.17, 0.18, 0.20, 0.18, 0.18, 0.19, 0.19, 0.18, -0.67, 0.40, -0.49, -0.06, -0.13, -0.37, -0.02, -0.21, -0.01, -0.23, 0.03, -0.20, -0.23, -0.20, -0.23, 0.15, 0.29, 0.21, 0.21, 0.22, 0.22, 0.22, 0.22, 0.22, 0.21, 0.22, 0.25, -0.64, 0.11, -0.64, -0.62, -0.82, 0.15, 0.20, 0.20, 0.17, 0.20, 0.20, 0.15, 0.21, 0.18

Look up the relative energy (zero: lowest compared OMol25 entry of this formula, charge and spin) of the third one.
0.000 eV